i) This record from the Open Molecules 2025 dataset describes a single C3H5N3S2 molecule. The level of theory is ωB97M-V with the def2-TZVPD basis set.

Computed properties:
**HOMO**: -8.52 eV
**Gap between HOMO and LUMO**: 9.01 eV
**SMILES**: [H]/N=C1/N/C(=N/S)CS1

XYZ file:
```
13
Properties=species:S:1:pos:R:3:mulliken_charge:R:1
H 1.989 3.286 -0.503 0.280
H 2.194 -0.316 0.287 0.181
H -1.717 -0.340 -0.920 0.394
H -1.773 -3.764 0.574 0.187
C 0.072 -0.624 0.248 0.442
N 2.047 2.229 -0.316 -0.670
N 1.302 0.008 0.136 -0.089
H -2.046 0.385 0.626 0.352
S -1.761 -2.163 0.762 -0.218
C -1.123 0.278 -0.200 -0.551
N 0.052 -1.974 0.501 -0.548
S -0.383 1.647 -0.937 -0.209
C 1.148 1.348 -0.259 0.449
```

---

ii) This record from the Open Molecules 2025 dataset describes 2 unconnected molecules or ions with the total composition C3H5N3S2. The level of theory is ωB97M-V with the def2-TZVPD basis set.

Computed properties:
**HOMO**: -9.30 eV
**Gap between HOMO and LUMO**: 7.58 eV

XYZ file:
```
13
Properties=species:S:1:pos:R:3:mulliken_charge:R:1
C -0.624 2.288 0.355 0.047
C -0.772 0.298 -0.601 0.533
H 1.064 -2.053 2.675 0.287
N 0.509 1.786 0.712 -0.620
H 0.978 -0.786 -1.777 0.204
N 0.459 0.540 0.045 0.230
N -1.455 1.451 -0.461 -0.596
S 1.460 -0.759 0.381 -0.017
S -0.921 -1.238 -1.487 -0.221
H -0.582 -1.922 1.686 0.260
H -0.856 3.415 0.486 0.337
C 0.413 -1.337 1.890 -0.742
H 0.077 -0.623 2.683 0.299
```

---

Which is the most stable structure? i) is the most stable.

---

i) This record from the Open Molecules 2025 dataset describes a gas-phase ion, C3H7O4S2 (charge -1). The level of theory is ωB97M-V with the def2-TZVPD basis set.

Computed properties:
**Charge**: -1
**HOMO**: -5.39 eV
**Gap between HOMO and LUMO**: 8.72 eV
**SMILES**: C[C@@H](O)[C@H](S)S(=O)(=O)[O-]

XYZ file:
```
16
Properties=species:S:1:pos:R:3:mulliken_charge:R:1
C 1.053 0.367 0.365 -0.695
H 0.988 -0.630 -1.788 0.437
S 1.062 2.004 -0.340 -0.289
O 0.057 -0.547 -1.697 -0.555
H 0.829 0.431 1.393 0.502
C -1.403 -0.086 0.177 -1.195
H -1.307 -0.200 1.311 0.299
H 0.165 -1.608 -0.081 0.383
C -0.042 -0.576 -0.304 0.146
H 2.436 1.890 -0.136 0.252
O 2.703 -0.956 -1.249 -0.790
H -2.197 -0.724 -0.371 0.309
O 3.723 0.734 0.232 -0.766
O 2.954 -1.379 1.100 -0.716
S 2.706 -0.340 0.067 1.324
H -1.504 0.942 0.005 0.351
```

---

ii) This record from the Open Molecules 2025 dataset describes 2 unconnected molecules or ions with the total composition C3H7O4S2. The level of theory is ωB97M-V with the def2-TZVPD basis set.

Computed properties:
**Charge**: -1
**HOMO**: -4.05 eV
**Gap between HOMO and LUMO**: 7.61 eV

XYZ file:
```
16
Properties=species:S:1:pos:R:3:mulliken_charge:R:1
S -0.093 2.035 -0.992 -0.510
C -2.548 0.413 0.427 -1.202
H -1.293 -0.930 -0.663 0.258
C 0.004 0.796 0.184 0.492
S 2.638 0.038 -0.063 0.635
H 1.831 -1.987 -0.001 0.301
H 1.460 0.451 -1.956 0.262
C -1.128 -0.281 0.224 -0.341
H -1.038 -0.985 1.071 0.296
O 1.634 -0.297 -1.351 -0.529
H -2.485 1.159 1.246 0.311
O 3.978 -0.294 -0.424 -0.546
H -3.246 -0.377 0.851 0.309
H -2.749 1.058 -0.385 0.360
O 2.264 -1.534 0.700 -0.493
O 0.771 0.737 1.131 -0.604
```

---

Which is the most stable structure? i) is the most stable.

---

i) This record from the Open Molecules 2025 dataset describes a molecular structure, C26H30Br2GeNO2Re. The level of theory is ωB97M-V with the def2-TZVPD basis set.

Computed properties:
**Charge**: +2
**HOMO**: -14.00 eV
**Gap between HOMO and LUMO**: 6.34 eV

XYZ file:
```
63
Properties=species:S:1:pos:R:3:mulliken_charge:R:1
H -3.275 1.839 4.328 0.463
O 2.286 -1.922 0.839 -0.112
C -0.625 -1.526 3.562 -0.698
C -1.240 2.315 -4.205 -0.668
H -2.051 -4.959 -1.906 0.263
C 1.004 5.138 0.611 -0.719
C -3.636 1.082 0.562 -0.542
H 2.580 -3.109 3.240 0.241
H 3.333 -4.053 1.933 0.332
H 0.732 -1.338 -2.662 0.396
C -4.756 1.068 1.381 -0.707
C 0.109 -0.344 -0.085 -0.049
C -4.624 1.317 2.741 -0.531
C 0.940 -3.485 -2.525 -0.718
H 2.122 1.441 0.673 0.398
C 0.480 2.798 0.352 0.057
H -0.336 3.224 -2.490 0.377
C -0.909 2.380 -2.857 -0.406
C 1.283 -2.064 -2.065 -1.105
H -1.296 1.902 2.876 0.635
H 4.336 -3.225 3.123 0.426
H 3.741 3.227 1.173 0.423
H 0.693 6.174 0.594 0.429
H 0.905 -3.586 -3.611 0.497
C -2.032 0.288 -2.486 -0.037
N -1.180 -4.750 -2.376 -0.328
H -5.731 0.877 0.956 0.441
H -2.233 1.197 -5.739 0.419
C -3.374 1.601 3.277 -0.788
C 1.800 2.478 0.656 -0.040
Br 0.686 -0.173 3.384 -0.002
H -2.946 -0.608 -4.208 0.459
H 3.405 -1.003 2.260 0.245
H -0.296 -2.269 4.278 0.537
H -1.587 -1.084 3.801 0.449
C 4.662 -1.870 0.730 -1.367
H -5.498 1.315 3.378 0.432
C 2.318 4.810 0.912 -0.535
C 3.417 -3.152 2.542 -1.233
H 3.033 5.592 1.130 0.409
H -2.353 -0.510 -1.822 0.509
C -1.311 1.373 -1.985 0.043
C -1.968 1.241 -4.691 -0.602
C -2.364 0.223 -3.831 -0.883
O -0.713 -3.179 -0.857 -0.581
C 2.716 3.480 0.937 -0.652
C 3.477 -1.918 1.672 0.601
Re 0.713 -1.923 -0.031 0.475
H 5.579 -1.930 1.314 0.449
C -2.255 1.619 2.457 -0.431
H -0.951 -5.264 -3.213 0.242
H -0.933 3.109 -4.873 0.428
Br -1.000 -2.574 1.912 0.034
H 4.680 -0.939 0.165 0.360
H 4.647 -2.716 0.041 0.329
Ge -0.844 1.463 -0.095 1.510
C -2.375 1.340 1.096 0.443
H -3.758 0.905 -0.499 0.353
C -0.382 -3.829 -1.906 0.668
C 0.085 4.136 0.335 -0.419
H 1.662 -4.225 -2.161 0.337
H -0.942 4.408 0.117 0.459
H 2.345 -1.832 -2.159 0.589
```

---

ii) This record from the Open Molecules 2025 dataset describes a molecular structure, C26H30Br2GeNO2Re. The level of theory is ωB97M-V with the def2-TZVPD basis set.

Computed properties:
**Charge**: +2
**HOMO**: -14.06 eV
**Gap between HOMO and LUMO**: 6.99 eV

XYZ file:
```
63
Properties=species:S:1:pos:R:3:mulliken_charge:R:1
C 1.197 4.290 -2.199 -1.445
C -1.403 -2.979 -2.553 -0.559
C -5.335 0.608 1.737 -0.538
C -2.717 -0.242 1.331 0.795
H 4.829 0.433 -0.867 0.269
H 1.968 5.058 -2.149 0.418
Br -0.379 0.014 -4.638 -0.036
H -2.281 1.846 0.986 0.468
H 0.092 -3.610 -3.972 0.443
H -3.472 -2.213 1.788 0.448
H 0.605 4.460 -3.098 0.349
C 0.962 -2.604 -2.304 -0.517
H 3.532 3.405 -3.452 0.409
C 0.028 -1.557 2.585 0.083
C -0.602 -1.800 -0.604 0.270
H 1.919 -2.751 5.729 0.425
H -6.353 0.938 1.897 0.426
H -2.219 -3.423 -3.111 0.491
Br -2.112 1.023 -2.131 0.101
O 2.406 0.358 -0.952 -0.577
H 2.405 2.754 -1.313 -0.113
C 1.079 1.539 1.462 -1.135
H -2.531 -0.832 -3.755 0.338
H 0.550 4.399 -1.328 0.337
H -4.598 2.583 1.343 0.449
H 2.137 2.823 -4.362 0.332
C 1.623 -3.033 3.625 -0.699
C -2.130 0.165 -3.883 -0.591
Re 0.314 0.494 -1.253 -0.464
C 0.942 -2.607 2.493 -0.086
H 1.977 -2.734 -2.658 0.520
H 4.953 0.818 0.820 0.234
H -2.681 -2.195 -1.033 0.430
C 0.735 -1.978 -1.058 0.057
C -0.211 -0.948 3.819 -0.485
C 1.393 -2.413 4.847 -0.524
C -3.711 -1.162 1.667 -0.438
C -0.092 -3.099 -3.036 -0.810
C 1.837 2.919 -2.232 1.086
H 1.598 -1.868 -0.400 0.155
H 2.319 -3.858 3.560 0.449
C -5.018 -0.738 1.862 -0.810
C -3.044 1.110 1.218 -0.267
H -5.783 -1.457 2.120 0.448
H 0.283 -0.912 5.906 0.444
H 1.176 2.578 1.143 0.489
H -2.746 0.796 -4.512 0.512
C 2.444 0.826 1.457 -0.416
H 1.108 -3.118 1.552 0.416
H 0.700 1.531 2.485 0.379
N 4.378 0.633 0.014 -0.355
O 0.751 1.954 -2.274 0.136
H 2.325 -0.175 1.892 0.204
H -0.949 -0.157 3.904 0.497
C -4.348 1.533 1.421 -0.843
C 3.061 0.609 0.096 0.561
H 3.129 1.680 -3.438 0.326
Ge -0.921 -0.865 1.068 1.109
C 0.207 0.781 0.522 0.694
H 3.145 1.365 2.093 0.603
C 0.475 -1.376 4.948 -0.792
C -1.660 -2.308 -1.380 -0.698
C 2.711 2.688 -3.445 -1.405
```

---

Which is the most stable structure? ii) is the most stable.

---

i) This record from the Open Molecules 2025 dataset describes 2 unconnected molecules or ions with the total composition C3H7N. The level of theory is ωB97M-V with the def2-TZVPD basis set.

Computed properties:
**HOMO**: -9.99 eV
**Gap between HOMO and LUMO**: 10.89 eV
**SMILES**: C=C.C=N

XYZ file:
```
11
Properties=species:S:1:pos:R:3:mulliken_charge:R:1
C 3.718 -0.013 -0.715 -0.431
H 2.287 1.559 -1.025 0.232
H -2.869 0.053 1.342 0.195
N -4.708 -0.438 0.599 -0.473
H 1.868 0.293 0.205 0.194
C -3.463 -0.625 0.725 -0.223
H 4.572 0.450 -1.200 0.213
H 3.845 -1.067 -0.505 0.223
C 2.597 0.658 -0.514 -0.431
H -4.915 0.497 0.953 0.254
H -2.932 -1.368 0.134 0.246
```

---

ii) This record from the Open Molecules 2025 dataset describes a molecular structure, C3H7N. The level of theory is ωB97M-V with the def2-TZVPD basis set.

Computed properties:
**HOMO**: -7.90 eV
**Gap between HOMO and LUMO**: 8.75 eV

XYZ file:
```
11
Properties=species:S:1:pos:R:3:mulliken_charge:R:1
H -1.102 0.397 1.111 0.205
N -1.188 1.250 0.351 -0.740
H 1.732 0.917 -0.226 0.277
H -0.383 -1.794 -0.458 0.321
C -0.295 0.314 0.060 0.664
C 1.140 0.487 0.580 -0.986
H 1.608 -0.438 0.909 0.331
H 1.035 1.172 1.416 0.352
H -0.120 -0.805 -1.813 0.314
C -0.685 -0.832 -0.876 -1.113
H -1.741 -0.668 -1.053 0.374
```

---

Which is the most stable structure? i) is the most stable.

---

i) This record from the Open Molecules 2025 dataset describes 2 unconnected molecules or ions with the total composition CH3NO4. The level of theory is ωB97M-V with the def2-TZVPD basis set.

Computed properties:
**HOMO (spin up / spin down)**: -9.90 / -9.65 eV
**Gap between HOMO and LUMO (spin up / spin down)**: 8.50 / 7.86 eV

XYZ file:
```
9
Properties=species:S:1:pos:R:3:mulliken_charge:R:1
H -0.913 0.044 0.994 0.415
C -1.197 0.007 0.011 -0.750
H -1.980 0.624 -0.183 0.331
O 0.579 1.390 -0.101 -0.176
O 1.717 -1.168 -0.835 -0.225
O 1.463 -0.996 0.404 0.217
H -1.144 -0.911 -0.404 0.312
N -0.239 0.800 -0.758 0.046
O 1.715 0.210 0.872 -0.168
```

---

ii) This record from the Open Molecules 2025 dataset describes 2 unconnected molecules or ions with the total composition CH3NO4. The level of theory is ωB97M-V with the def2-TZVPD basis set.

Computed properties:
**HOMO**: -10.63 eV
**Gap between HOMO and LUMO**: 10.54 eV
**SMILES**: O=CO.O=NO

XYZ file:
```
9
Properties=species:S:1:pos:R:3:mulliken_charge:R:1
O -2.564 -1.070 -0.214 -0.302
O 0.577 0.901 0.093 -0.552
C 0.588 -0.245 -0.252 0.191
O -2.433 1.025 0.174 -0.374
O 0.934 -1.332 0.400 -0.430
H 0.261 -0.411 -1.274 0.436
H 1.032 -1.219 1.428 0.369
H -1.617 1.593 0.125 0.395
N -2.123 -0.061 -0.647 0.265
```

---

Which is the most stable structure? ii) is the most stable.

---

i) This record from the Open Molecules 2025 dataset describes a single C6H7NO3S molecule. The level of theory is ωB97M-V with the def2-TZVPD basis set.

Computed properties:
**HOMO**: -9.69 eV
**Gap between HOMO and LUMO**: 9.52 eV
**SMILES**: COC(=O)CC1=NC(=O)CS1

XYZ file:
```
18
Properties=species:S:1:pos:R:3:mulliken_charge:R:1
H -3.167 1.477 0.162 0.317
H -0.618 -1.393 -1.448 0.228
C -1.398 -0.408 0.323 0.380
C 1.095 -0.492 -0.109 0.513
N 2.158 -1.114 0.042 -0.529
O -1.418 -0.038 1.469 -0.506
C -0.294 -1.246 -0.218 -0.168
H 3.271 1.695 1.122 0.288
C 3.220 -0.331 0.087 0.351
H -4.032 -0.117 0.665 0.326
C -3.475 0.463 -0.038 -0.684
H -4.344 0.468 -0.975 0.211
S 1.048 1.321 -0.126 -0.094
H 3.323 1.790 -0.860 0.273
O 4.414 -0.678 0.192 -0.568
O -2.382 -0.310 -0.569 -0.304
C 2.857 1.172 0.092 -0.281
H -0.258 -2.257 0.189 0.248
```

---

ii) This record from the Open Molecules 2025 dataset describes a molecular structure, C6H7NO3S. The level of theory is ωB97M-V with the def2-TZVPD basis set.

Computed properties:
**HOMO (spin up / spin down)**: -8.14 / -8.14 eV
**Gap between HOMO and LUMO (spin up / spin down)**: 7.32 / 7.32 eV

XYZ file:
```
18
Properties=species:S:1:pos:R:3:mulliken_charge:R:1
O -2.428 1.839 -0.095 -0.691
C 0.683 -1.153 -0.175 0.711
O -3.901 0.250 0.134 -0.648
C -0.240 -2.203 -0.075 -0.542
H 2.537 -0.714 0.588 0.314
C 0.152 0.135 -0.324 0.216
C 2.124 -1.459 -0.057 -1.138
H 2.264 -2.542 0.393 0.318
H 0.069 -3.183 0.314 0.282
O 0.793 1.249 -0.522 -0.352
H 1.097 3.242 -0.440 0.189
H -0.587 2.622 0.062 0.316
S -1.898 -1.903 0.096 -0.067
H 2.629 -1.368 -0.971 0.304
H 0.826 2.284 1.150 0.306
C -1.748 -0.262 -0.207 0.029
N -2.794 0.686 -0.028 1.017
C 0.423 2.480 0.157 -0.564
```

---

Which is the most stable structure? i) is the most stable.